[1]
95
Properties=species:S:1:pos:R:3:forces:R:3 method="wB97M-V/def2-TZVPD" orbital_gap_ev=11.0 total_charge=0 fmax_ha_per_bohr=0.0278
O 16.7219 -17.5302 9.5889 0.2911 -0.1785 0.0221
C 16.4283 -16.9225 8.6066 -0.3427 -0.1947 0.1477
O 17.2537 -16.1514 7.9001 0.2466 0.1121 -0.4231
C 16.4407 -15.3141 7.0617 -0.6032 0.6006 0.3923
C 15.1360 -16.0794 6.9748 -0.1516 0.0803 -0.6428
F 15.1160 -16.8600 5.8243 0.2151 -0.1098 0.1378
O 15.1818 -16.9219 8.0868 -0.1829 0.0952 0.0479
H 16.3194 -14.3810 7.6113 -0.2108 0.0645 -0.1168
H 16.8282 -15.0733 6.0793 0.4919 -0.4167 0.0625
H 14.2215 -15.4948 6.9212 -0.0135 0.0596 0.5077
O 17.7726 -11.8661 7.8855 -0.0764 -0.0879 0.2691
C 17.4916 -11.9105 6.7373 0.2983 -0.3369 -0.1729
O 18.3211 -11.6884 5.7147 -0.3277 0.3260 -0.2779
C 17.5523 -11.5509 4.4958 0.3849 -0.4179 1.1252
C 16.2175 -12.1722 4.8993 0.2288 -0.7059 -1.0075
F 16.2145 -13.4855 4.4119 0.0187 0.0816 0.0365
O 16.2456 -12.2567 6.2745 -0.3899 0.7017 0.0784
H 17.5682 -10.4883 4.2733 -0.3642 -0.0534 -0.4017
H 17.9931 -12.1875 3.7353 0.1853 0.3023 -0.1718
H 15.3288 -11.7322 4.4568 -0.1878 0.2170 0.5823
C 10.5661 -16.8602 3.8193 -0.5394 -0.5367 -0.2760
C 11.8935 -16.1613 3.8515 0.0253 0.2167 0.4785
C 12.1998 -15.2205 2.6729 -0.8928 -1.0597 -0.3607
O 12.6080 -14.0193 3.2830 0.5923 -0.0111 -0.0092
C 12.5783 -14.1587 4.6499 -0.5773 0.0381 -0.9585
O 13.0886 -13.3689 5.3687 0.0508 0.0869 0.4992
O 11.8496 -15.2406 4.9711 0.6806 0.2640 0.0758
H 10.3445 -17.3478 4.7682 0.1313 0.2303 0.1400
H 10.4826 -17.6576 3.0746 0.3981 0.1578 -0.1404
H 9.7702 -16.1501 3.5873 0.0451 0.0820 0.1585
H 12.7333 -16.8233 4.0741 -0.1163 -0.1794 -0.1915
H 11.2998 -15.1032 2.0582 -0.0439 0.5023 0.2575
H 12.9295 -15.6465 1.9827 0.4513 0.2860 0.3209
C 21.6817 -17.4757 5.2212 0.6139 -0.4559 -0.1772
C 20.7023 -16.3987 4.8868 -0.5627 0.5147 -0.1556
C 19.4997 -16.2025 5.8287 0.8012 0.0990 -0.3359
O 19.4057 -14.7799 5.9370 -0.1497 0.0340 -0.1747
C 20.5488 -14.1914 5.4814 -0.2703 -0.2885 0.3998
O 20.7827 -13.0390 5.6307 0.2959 0.0267 -0.2869
O 21.3446 -15.1025 4.8920 -0.0072 0.0238 0.2830
H 21.9588 -17.5269 6.2754 -0.2690 0.1635 0.0815
H 22.6166 -17.3109 4.6812 -0.1041 0.0679 -0.1123
H 21.3118 -18.4538 4.9093 -0.1341 0.0606 0.1185
H 20.2809 -16.5085 3.8841 0.3400 -0.2316 -0.0960
H 19.6605 -16.5938 6.8321 -0.1254 -0.2277 -0.0475
H 18.6240 -16.6173 5.3372 -0.2805 0.0432 0.4255
C 16.8074 -14.7471 11.9977 -0.5124 -1.1428 0.3676
C 15.4237 -14.1708 11.8356 0.2093 0.0884 -0.4000
C 15.3623 -12.7206 11.3750 0.3136 -0.3018 0.5002
O 14.2214 -12.6892 10.5273 -0.1332 -0.0199 -0.0622
C 14.0134 -13.9439 10.0487 0.1188 0.5283 0.1548
O 13.2479 -14.1947 9.1748 -0.0088 -0.3083 -0.0182
O 14.8005 -14.8215 10.6978 -0.1302 -0.2554 -0.2629
H 17.4664 -14.5084 11.1674 0.0810 0.1412 0.0464
H 16.6384 -15.8316 12.0121 0.2594 0.0509 -0.2611
H 17.2524 -14.5678 12.9751 0.0237 0.5659 -0.0941
H 14.7959 -14.4121 12.6931 0.0505 0.2515 0.1416
H 16.2599 -12.4919 10.7942 -0.0821 0.1827 -0.0363
H 15.2533 -12.0278 12.2054 -0.1310 0.1364 -0.1382
C 8.5765 -17.0656 10.7219 -0.2492 0.4954 0.3074
C 10.0695 -16.9216 10.5584 -0.2495 0.3340 -1.0451
C 10.9225 -18.1972 10.5854 -0.2897 0.4500 0.3386
O 11.7939 -18.0697 9.4676 0.1528 0.1550 0.4322
C 11.3865 -17.0368 8.6893 -0.1093 -0.0319 -0.4179
O 11.8739 -16.7586 7.6454 0.2073 -0.0664 -0.1754
O 10.3143 -16.4230 9.2134 0.0405 -0.2336 0.4406
H 8.1580 -17.9038 10.1685 0.1147 -0.1574 0.1088
H 8.0893 -16.1615 10.3504 0.1530 0.0028 -0.1234
H 8.2983 -17.0917 11.7779 0.0675 -0.4148 -0.0284
H 10.4536 -16.1412 11.2168 0.0740 -0.1921 0.1898
H 10.3473 -19.1129 10.4583 -0.1440 0.0099 0.1069
H 11.4589 -18.2022 11.5340 0.3528 -0.3506 -0.2033
C 15.5140 -18.9226 11.9757 -0.5959 -0.0633 -0.2903
C 14.4960 -18.7258 13.0768 0.7960 -0.4504 0.9929
C 14.9443 -19.2012 14.4650 0.4609 -0.6574 1.0345
O 15.1609 -18.0109 15.2313 0.0941 0.0795 -0.2443
C 14.8158 -16.9384 14.4970 -0.4426 -0.0291 0.0470
O 14.8577 -15.8078 14.8666 0.2017 0.0317 0.0430
O 14.3552 -17.3075 13.2851 -0.4416 -0.1622 -0.1931
H 15.9745 -19.9104 11.9459 -0.1874 -0.0962 0.2176
H 16.2951 -18.1766 12.0936 0.0860 -0.0046 -0.0963
H 15.0061 -18.7615 11.0268 0.3104 0.1424 -0.1424
H 13.5326 -19.2082 12.9192 -0.1331 0.4455 -0.5892
H 15.8528 -19.8093 14.5199 0.1871 0.3869 -0.5213
H 14.2307 -19.8286 15.0083 -0.4047 0.3640 -0.2378
O 19.2581 -19.9570 5.4296 0.1110 0.0062 -0.1564
C 19.3945 -19.8646 6.6059 -0.0702 0.1740 0.3125
O 18.4056 -19.5201 7.4605 -0.2786 -0.0910 -0.0016
C 18.8419 -19.6995 8.8032 0.4436 -0.0481 0.6671
C 20.3582 -19.7021 8.6552 0.2417 0.1272 -0.1520
O 20.5535 -20.0498 7.2754 -0.1563 -0.2032 -0.0819
H 18.4731 -18.9071 9.4470 -0.0428 0.2260 -0.2965
H 18.4747 -20.6343 9.2352 -0.0635 -0.1441 -0.4374
H 20.8702 -20.4338 9.2747 -0.0425 -0.0135 -0.0061
H 20.8138 -18.7204 8.7971 -0.1159 0.0161 0.1520

[2]
25
Properties=species:S:1:pos:R:3:forces:R:3 method="wB97M-V/def2-TZVPD" orbital_gap_ev=4.9 total_charge=-1 fmax_ha_per_bohr=0.1717
Cl 2.2649 -32.3881 6.7669 3.1690 1.1528 8.1619
C -3.6356 -26.3763 2.2713 0.7524 1.0734 0.3557
O -2.7813 -27.3401 1.7195 -1.6093 -0.1409 -0.9029
C -2.4498 -28.3386 2.6473 1.9119 0.3239 -0.0269
C -1.4336 -29.2257 1.9152 0.4308 -0.7385 1.4873
N -0.4309 -29.8637 2.8337 -0.0009 0.1036 -2.2384
C 0.4869 -30.7152 1.9840 -0.1322 -0.0022 1.8780
C 1.5023 -31.4429 2.8868 -0.4693 -1.3574 -1.5144
O 0.9826 -32.6767 3.4367 0.0170 1.6307 -1.2461
C 1.7584 -32.9718 4.5959 -1.0957 -1.0817 -2.2344
H -4.5436 -26.7258 2.7628 0.0799 -0.5015 0.1099
H -3.9488 -25.6039 1.5688 0.1381 -0.4280 -0.6119
H -2.9953 -25.8303 2.9641 -0.3749 0.2375 0.7407
H -3.2841 -28.8778 3.0960 -0.4142 -0.1577 -0.4527
H -1.9528 -27.8435 3.4815 0.2786 -0.0114 0.3496
H -0.8092 -28.6617 1.2223 -0.3954 0.4104 0.0233
H -2.0148 -29.9341 1.3247 0.0695 -0.4278 -0.2083
H -0.8529 -30.4225 3.5616 -0.1021 -0.3177 -0.0781
H 1.0310 -30.1039 1.2640 0.0581 0.5233 0.2728
H -0.0330 -31.4338 1.3504 -0.3847 -0.3324 0.1708
H 1.9752 -30.7416 3.5742 -0.4218 -0.1690 0.5640
H 2.2958 -31.8142 2.2381 0.5021 0.3677 -0.3342
H 2.8186 -32.7229 4.5513 0.0903 -0.1686 -0.9706
H 1.6335 -34.0186 4.8730 -0.0363 -0.1442 -0.3676
H 1.4759 -32.4175 5.4910 -2.0608 0.1557 -2.9277

[3]
26
Properties=species:S:1:pos:R:3:forces:R:3 method="wB97M-V/def2-TZVPD" orbital_gap_ev="4.1 / 4.2" total_charge=+1 s_squared=2.041 multiplicity=3 fmax_ha_per_bohr=0.0787
C 1.3866 0.2168 -1.4898 2.2673 -2.8467 1.7727
C 1.3562 0.4649 -0.0846 0.3303 -0.1643 -0.3729
C 2.2688 -0.4817 0.5040 -2.5969 2.6435 -0.7706
C -2.7241 0.4208 -2.4194 0.8747 -1.3564 -2.7915
C -2.8408 1.3173 -1.3974 -2.8719 1.6400 0.1959
C -2.1098 -0.8801 -2.0570 -1.0031 1.0135 -0.3054
C -1.8943 -0.0633 0.0464 2.2873 -0.0931 2.6843
C 0.5542 1.4773 0.3417 0.6258 -1.6115 -0.5673
C 2.5719 -0.4730 1.8938 3.4626 -0.7891 1.8483
N 2.2079 -0.8096 -1.6774 -0.5634 0.2006 -2.1093
N -1.7134 -1.0251 -0.8222 0.8184 -1.9842 -1.6134
N -0.0061 2.4995 0.4732 -1.2245 3.3514 0.7381
N 2.7130 -1.1672 -0.5274 1.4642 -2.5722 0.4953
N -2.5769 1.0435 -0.1529 -0.2857 1.7090 0.9515
N -1.2418 -0.2017 1.2793 -3.0688 -0.7734 -0.3911
H 0.8029 0.4751 -2.2978 -1.0559 1.2048 -1.3547
H -3.0534 0.7537 -3.4889 0.7141 -1.0573 2.1396
H -3.5328 2.1785 -1.5484 1.0470 -0.2937 -0.0223
H -2.0264 -1.7274 -2.7623 0.0941 0.6714 0.4695
H 2.5580 -1.4307 2.3931 -0.1243 -0.7075 -0.0911
H 3.6813 -0.1366 2.1238 -2.2532 -0.0278 -0.3668
H 1.8112 0.0776 2.3784 -0.2586 1.0877 0.7920
H -0.9957 2.8228 0.4892 0.5280 -0.8328 0.0289
H 3.1701 -2.1010 -0.4303 -0.3035 1.3958 -0.4835
H -0.7947 -1.1202 1.3733 -0.0814 0.5048 0.1787
H -1.7848 0.1768 2.1019 1.1773 -0.3124 -1.0549

[4]
21
Properties=species:S:1:pos:R:3:forces:R:3 method="wB97M-V/def2-TZVPD" orbital_gap_ev=11.1 total_charge=0 fmax_ha_per_bohr=0.0872
C 1.2144 0.0961 -1.0048 -1.9347 2.1526 2.4824
O 1.6544 1.3025 -0.1775 -0.4133 -2.0261 -0.9445
H 1.3284 -0.8169 -0.3462 -0.6820 1.1501 -1.0129
H 1.7709 0.0341 -1.8799 1.5349 -0.3291 -1.3206
H 0.1824 0.4440 -1.3563 1.0723 -1.4822 0.9205
H 2.2716 1.7584 -0.7420 0.4094 0.4577 0.0283
O -0.3617 0.5833 1.9111 0.8114 2.0116 -0.4785
H -1.0512 1.2397 2.2878 2.4346 -1.1363 -1.2959
H 0.4693 1.0183 1.3982 -3.2292 -0.7235 1.7890
O -3.2075 -2.3409 -2.7113 0.2504 -0.2871 0.2889
H -2.4456 -1.7631 -2.8663 -0.1216 -0.4381 -0.0345
H -2.8702 -3.2336 -2.5035 -0.0320 0.7657 -0.2256
O -1.6201 -1.0884 -0.1331 0.7038 -1.0901 -2.3398
H -2.0371 -0.7532 0.6209 -0.7957 0.8642 1.8531
H -2.3155 -1.4447 -0.7064 0.0153 0.0787 0.3280
O -1.1988 0.4102 6.3961 1.9081 -3.1522 2.5510
H -1.0467 1.2631 6.0883 0.5316 2.3756 -0.8294
H -0.3638 0.1706 6.9606 -2.4461 0.7764 -1.7167
O 3.4358 1.3977 -3.7631 -1.9020 0.4843 1.0430
H 2.5358 1.1857 -3.4089 0.9488 0.8127 -0.3691
H 3.6551 0.5372 -4.0638 0.9359 -1.2650 -0.7166

The total energy results, record by record, are as follows: -85298.795 -24570.199 -18439.193 -13547.369 eV.
The ΔE to the lowest compared entry with this formula, charge and spin results, record by record, are as follows: 0.0 81.4 46.9 52.8 kcal per mole.